1.
{"formula": "C22H31N5O3S", "method": "ωB97M-V/def2-TZVPD", "orbital_gap_ha": 0.3329, "total_charge": 0, "multiplicity": 1, "smiles": "CCN(CC)S(=O)(=O)c1cc(NC(=O)CN2CCN(c3ccccn3)CC2)ccc1C", "species": ["C", "H", "H", "H", "C", "N", "S", "O", "O", "C", "C", "C", "C", "C", "C", "C", "H", "H", "H", "H", "H", "N", "C", "O", "C", "N", "C", "C", "N", "C", "N", "C", "C", "C", "C", "H", "H", "H", "H", "C", "H", "C", "H", "H", "H", "H", "H", "H", "H", "H", "H", "H", "H", "C", "C", "H", "H", "H", "H", "H", "H", "H"], "positions_angstrom": [[-3.74, -1.78, 2.06], [-3.40, -2.80, 2.25], [-4.49, -1.51, 2.80], [-2.89, -1.11, 2.16], [-4.33, -1.69, 0.65], [-4.79, -0.35, 0.37], [-3.91, 0.42, -0.83], [-4.54, 1.68, -1.10], [-3.69, -0.44, -1.96], [-2.35, 0.67, 0.01], [-1.27, -0.05, -0.45], [-0.03, 0.09, 0.17], [0.10, 0.97, 1.24], [-1.00, 1.68, 1.69], [-2.25, 1.53, 1.09], [-3.45, 2.26, 1.61], [-3.98, 2.74, 0.79], [-3.16, 3.01, 2.35], [-4.14, 1.55, 2.08], [-0.89, 2.35, 2.52], [1.06, 1.09, 1.71], [1.10, -0.63, -0.26], [1.09, -1.89, -0.74], [0.09, -2.56, -0.93], [2.48, -2.44, -1.05], [3.50, -1.78, -0.28], [3.46, -2.04, 1.15], [4.16, -0.84, 1.83], [5.07, -0.19, 0.90], [4.61, 0.90, 0.20], [3.34, 1.29, 0.38], [2.91, 2.38, -0.23], [3.69, 3.16, -1.06], [5.01, 2.76, -1.26], [5.47, 1.63, -0.63], [6.50, 1.33, -0.76], [5.66, 3.34, -1.90], [3.28, 4.04, -1.53], [1.87, 2.63, -0.04], [5.81, -1.19, 0.16], [6.63, -0.74, -0.40], [4.85, -1.94, -0.79], [5.15, -3.00, -0.86], [4.89, -1.50, -1.79], [6.25, -1.88, 0.90], [3.43, -0.10, 2.15], [4.74, -1.17, 2.69], [3.97, -2.98, 1.39], [2.43, -2.12, 1.48], [2.67, -2.25, -2.11], [2.46, -3.53, -0.91], [2.00, -0.21, -0.04], [-1.40, -0.71, -1.29], [-6.21, -0.09, 0.38], [-6.95, -0.69, -0.82], [-6.87, -1.77, -0.83], [-6.51, -0.30, -1.73], [-8.00, -0.41, -0.78], [-6.62, -0.47, 1.32], [-6.32, 1.00, 0.36], [-5.15, -2.40, 0.55], [-3.56, -1.95, -0.09]], "nbo_charge": [-0.61, 0.21, 0.20, 0.21, -0.23, -0.70, 2.33, -0.95, -0.94, -0.33, -0.21, 0.22, -0.24, -0.20, 0.01, -0.65, 0.25, 0.21, 0.23, 0.21, 0.23, -0.68, 0.67, -0.61, -0.30, -0.46, -0.25, -0.23, -0.42, 0.42, -0.53, 0.06, -0.30, -0.14, -0.29, 0.22, 0.22, 0.22, 0.20, -0.22, 0.21, -0.23, 0.17, 0.20, 0.20, 0.24, 0.20, 0.17, 0.22, 0.23, 0.20, 0.46, 0.27, -0.22, -0.63, 0.20, 0.22, 0.21, 0.20, 0.23, 0.20, 0.23]}

2.
{"formula": "C38H34Br2MnN2O3PS2", "method": "ωB97M-V/def2-TZVPD", "s_squared": 0.9562, "orbital_gap_ha": [0.1967, 0.2405], "total_charge": 1, "multiplicity": 2, "species": ["Mn", "Br", "C", "C", "C", "Br", "C", "C", "C", "C", "N", "C", "C", "O", "H", "H", "H", "H", "C", "C", "O", "C", "C", "C", "C", "C", "C", "O", "H", "H", "H", "H", "H", "H", "H", "C", "N", "C", "C", "C", "C", "C", "C", "C", "C", "H", "H", "H", "H", "H", "H", "H", "H", "H", "H", "H", "H", "H", "S", "P", "S", "C", "C", "C", "C", "C", "C", "C", "C", "C", "C", "C", "C", "H", "H", "H", "H", "H", "H", "H", "H", "H", "H"], "positions_angstrom": [[0.07, -0.10, -0.16], [-1.43, -3.55, 2.98], [-1.76, -1.70, 3.13], [-2.44, -1.19, 4.23], [-2.68, 0.16, 4.35], [-3.60, 0.80, 5.87], [-2.24, 1.06, 3.35], [-2.45, 2.45, 3.34], [-1.97, 3.20, 2.30], [-1.27, 2.57, 1.26], [-1.06, 1.28, 1.24], [-1.53, 0.52, 2.25], [-1.29, -0.87, 2.12], [-0.65, -1.30, 1.06], [-2.79, -1.86, 5.00], [-3.00, 2.92, 4.15], [-2.13, 4.27, 2.26], [-0.89, 3.15, 0.42], [3.47, 0.96, -3.35], [2.17, 0.98, -2.59], [2.13, 0.37, -1.51], [1.03, 1.65, -3.18], [1.14, 2.37, -4.38], [0.04, 2.95, -4.97], [-1.21, 2.83, -4.36], [-1.36, 2.15, -3.18], [-0.25, 1.56, -2.56], [-0.41, 0.94, -1.41], [4.22, 0.41, -2.79], [3.84, 1.97, -3.53], [3.31, 0.48, -4.32], [2.10, 2.46, -4.86], [0.15, 3.51, -5.89], [-2.08, 3.28, -4.83], [-2.32, 2.04, -2.70], [4.88, -1.50, -0.07], [3.60, -2.13, -0.47], [3.85, -3.31, -1.33], [2.75, -2.48, 0.73], [2.48, -1.26, 1.56], [3.21, -1.15, 2.75], [3.20, 0.00, 3.51], [2.51, 1.10, 3.04], [1.74, 0.99, 1.89], [1.65, -0.19, 1.16], [5.46, -1.27, -0.96], [5.44, -2.18, 0.56], [4.68, -0.58, 0.47], [3.05, -1.42, -1.00], [4.37, -4.07, -0.75], [4.46, -3.01, -2.18], [2.91, -3.70, -1.69], [3.31, -3.21, 1.31], [1.83, -2.94, 0.36], [3.80, -2.00, 3.07], [3.76, 0.05, 4.43], [2.54, 2.04, 3.57], [1.20, 1.87, 1.56], [-2.78, -1.08, -2.61], [-1.38, -2.45, -2.70], [0.35, -1.95, -1.72], [-1.89, -4.08, -2.05], [-2.64, -4.90, -2.88], [-3.08, -6.13, -2.41], [-2.77, -6.52, -1.11], [-2.03, -5.70, -0.29], [-1.58, -4.47, -0.75], [-0.79, -2.83, -4.38], [-1.28, -2.14, -5.48], [-0.83, -2.47, -6.75], [0.10, -3.48, -6.92], [0.59, -4.17, -5.82], [0.15, -3.85, -4.55], [-2.88, -4.59, -3.89], [-3.67, -6.77, -3.05], [-3.12, -7.49, -0.75], [-1.79, -6.00, 0.72], [-1.01, -3.81, -0.11], [-2.01, -1.35, -5.34], [-1.21, -1.94, -7.62], [0.43, -3.74, -7.92], [1.31, -4.97, -5.95], [0.50, -4.39, -3.68]], "lowdin_spin": [1.35, -0.01, -0.03, 0.00, -0.03, -0.01, 0.00, -0.01, 0.00, -0.01, 0.00, 0.00, 0.01, -0.08, 0.00, 0.00, 0.00, 0.00, 0.00, 0.00, -0.01, 0.01, 0.00, 0.01, 0.00, 0.01, 0.00, 0.07, 0.00, 0.00, 0.00, 0.00, 0.00, 0.00, 0.00, 0.00, 0.00, 0.00, 0.00, -0.02, -0.01, 0.01, -0.01, -0.01, -0.18, 0.00, 0.00, 0.00, 0.00, 0.00, 0.00, 0.00, 0.00, 0.00, 0.00, 0.00, 0.00, 0.00, 0.00, 0.00, -0.06, 0.00, 0.00, 0.00, 0.00, 0.00, 0.00, 0.00, 0.00, 0.00, 0.00, 0.00, 0.00, 0.00, 0.00, 0.00, 0.00, 0.00, 0.00, 0.00, 0.00, 0.00, 0.00]}

3.
{"formula": "C4H9NO3", "method": "ωB97M-V/def2-TZVPD", "orbital_gap_ha": 0.3935, "total_charge": 0, "multiplicity": 1, "smiles": "CCC(=O)NC=O.O", "species": ["O", "C", "N", "C", "O", "C", "C", "H", "H", "H", "H", "H", "H", "H", "H", "H", "O"], "positions_angstrom": [[-1.89, -0.21, 0.63], [-0.78, 0.29, 0.35], [-0.11, -0.30, -0.68], [1.19, 0.05, -1.25], [1.96, -0.82, -1.73], [-0.03, 1.20, 1.23], [0.49, 0.21, 2.37], [-0.40, -1.18, -1.17], [1.57, 1.13, -1.04], [-0.48, 2.07, 1.64], [0.71, 1.70, 0.78], [1.30, -0.42, 2.11], [0.59, 0.83, 3.21], [-0.36, -0.35, 2.68], [-0.61, -1.59, -3.51], [-1.95, -1.56, -2.63], [-1.19, -1.04, -2.99]], "nbo_charge": [-0.61, 0.68, -0.66, 0.54, -0.57, -0.50, -0.59, 0.45, 0.13, 0.24, 0.21, 0.22, 0.22, 0.23, 0.49, 0.49, -0.95]}